DFT (ωB97M-V/def2-TZVPD) results for a cluster of 12 separate species, C48H72F18N6O12 in total in a non-equilibrium geometry.

The geometry in XYZ format:
```
156
C48H72F18N6O12 | the OMol25 dataset | ωB97M-V/def2-TZVPD
F 0.17 1.11 5.03
F -5.41 7.32 3.53
F -0.74 1.08 7.03
F 8.05 0.07 -2.96
F 8.01 -2.03 -2.57
F 4.82 -6.33 3.50
F -2.13 8.06 -3.09
F -1.44 -1.11 -6.21
F -0.46 -2.92 -6.64
F -4.17 7.59 -2.89
F 0.68 -0.43 6.51
F -7.14 6.09 3.77
F 0.76 -1.16 -6.14
F 2.75 -6.53 3.45
F 7.68 -1.31 -4.56
F 3.94 -7.58 1.98
F -2.98 6.82 -4.63
F -5.56 5.96 5.22
O -4.67 5.17 2.03
O 4.81 -4.55 1.62
O -3.72 5.25 -2.01
O -0.99 -1.66 4.94
O 0.93 -2.51 -4.01
O -1.48 5.44 -2.32
O 5.35 -1.43 -2.03
O 5.41 -0.24 -3.94
O -5.23 3.81 3.75
O 2.70 -5.06 1.00
O -1.33 -2.15 -3.65
O -2.61 -0.13 5.35
N 0.39 3.27 1.70
N -2.01 1.41 -0.65
N 0.61 1.16 -3.32
N -3.75 -1.52 1.21
N -0.40 -4.69 0.06
N 3.61 1.01 1.00
C -5.20 4.95 3.08
C -4.90 -3.18 -1.55
C 0.06 -7.00 1.22
C -0.56 3.27 -4.39
C -3.61 3.95 -1.31
C -4.21 -1.51 0.17
C 7.44 -1.07 -3.29
C 3.02 1.89 3.42
C -0.31 0.32 6.05
C -5.83 6.14 3.91
C 5.37 1.77 4.31
C -1.87 -2.55 4.13
C -1.51 -0.55 5.44
C 1.19 3.42 -0.74
C 0.06 -0.22 1.85
C -2.63 5.83 -2.45
C -0.40 -1.84 -5.93
C 1.47 5.99 -0.58
C 3.66 -5.26 1.63
C 1.48 -4.60 -2.79
C -0.68 -0.87 -0.43
C 3.28 1.43 2.03
C -1.12 3.15 -5.83
C -1.04 -7.27 2.26
C -4.93 3.66 -0.72
C -2.68 -3.53 4.90
C 1.06 -3.18 -2.69
C 0.83 3.31 0.63
C 5.89 -1.00 -3.01
C -0.08 3.16 -7.01
C -3.25 2.55 2.84
C -2.99 7.08 -3.28
C -3.55 -3.89 -1.63
C 0.13 2.06 -3.87
C 3.99 0.21 -3.63
C 4.07 -2.30 1.00
C -4.76 2.65 3.09
C 0.49 -0.77 0.53
C 3.81 -6.45 2.69
C -1.04 -6.28 3.42
C -1.35 0.46 -0.54
C -0.12 -5.72 0.53
C -0.36 -2.22 -4.35
C 4.01 1.34 -2.61
C 2.01 4.66 -1.14
C 4.14 2.68 4.07
C -4.61 -1.67 -1.19
C 4.91 -3.51 0.63
H -1.83 3.99 -6.05
H 4.82 1.98 -3.02
H -3.74 -1.32 -1.73
H 3.14 2.00 -2.72
H 2.98 4.47 -0.70
H -5.35 4.56 -0.23
H -0.10 -6.18 3.97
H 4.50 -1.74 1.82
H 4.09 -1.59 0.18
H 0.62 2.31 -6.85
H 1.42 -5.06 -1.79
H -0.83 -0.77 2.14
H -5.65 3.28 -1.50
H -5.05 1.81 3.74
H 0.82 -1.81 0.62
H 0.23 4.09 -4.22
H -3.32 3.31 -2.10
H -5.47 -1.03 -1.45
H -1.32 -1.57 0.00
H -0.45 -1.20 -1.44
H 1.71 6.11 0.48
H 2.77 1.02 3.98
H -2.89 -3.29 -2.27
H -1.12 -3.04 3.46
H 2.07 4.67 -2.22
H -1.36 3.59 -3.74
H 0.34 4.14 -7.02
H 2.46 -4.72 -3.15
H -2.47 -1.85 3.47
H -3.66 -4.90 -2.01
H -1.76 2.25 -5.84
H -1.74 -6.62 4.13
H 0.81 -0.32 2.66
H 0.40 6.09 -0.75
H -1.24 -5.24 3.12
H 1.81 -2.53 -2.21
H -4.69 2.86 -0.01
H -0.85 -8.26 2.75
H 1.98 6.83 -1.06
H 1.05 -6.86 1.65
H -3.04 -3.86 -0.69
H -0.62 3.21 -7.97
H -5.26 2.49 2.15
H -0.24 0.85 1.72
H 4.11 0.99 -1.57
H 0.82 -5.18 -3.41
H -5.48 -3.10 -2.56
H 1.25 -0.18 0.05
H 1.64 2.48 -1.03
H -2.07 -4.15 5.56
H 3.70 0.60 -4.63
H -2.77 2.81 3.78
H 3.39 -0.65 -3.46
H 3.08 -2.65 1.25
H -2.90 3.19 2.03
H 4.56 -3.78 -0.38
H 5.94 -3.28 0.70
H -2.79 4.06 -0.58
H -3.15 1.54 2.56
H 0.07 -3.04 -2.17
H 3.77 3.08 5.02
H 4.39 3.57 3.38
H -5.62 -3.58 -0.85
H -2.02 -7.32 1.80
H 5.07 0.92 4.93
H -3.41 -2.93 5.49
H 2.05 2.41 3.33
H -3.16 -4.16 4.16
H 6.19 2.28 4.80
H 0.28 3.54 -1.27
H 0.17 -7.80 0.47
H 5.74 1.43 3.31
```

total charge = 0
HOMO energy = -10.9 eV